Computed, not measured: C3H7NS in the gas phase at a distorted geometry, with ωB97M-V with the def2-TZVPD basis set.

Values from the calculation:
SMILES string: N[C@H]1C[C@H]1S
E in hartree: -571.3941
Energy relative to the best compared isomer or geometry (same formula, charge and spin) in kcal per mole: 28.1
Gap between HOMO and LUMO in eV: 9.921
E_HOMO in Ha: -0.333

Last column: Mulliken charge in e.
Atoms and positions in Å:
H -0.3244 -0.5752 -1.7658  0.40
H 1.6715 1.2359 1.8029  0.12
H -0.9907 1.6625 -1.1134  0.25
S 1.3100 -0.0229 1.4781  -0.27
C 0.7555 0.4799 -0.1998  -0.31
N -0.8438 -1.5649 0.0638  -0.72
H -0.7268 -1.3790 1.0249  0.28
H 1.4560 0.9487 -0.8537  0.40
C -0.3587 -0.4217 -0.7488  -0.24
C -0.6705 0.9525 -0.3176  -0.48
H -0.0675 -2.2710 0.0004  0.30
H -1.2109 0.9551 0.6289  0.26

***

Computed, not measured: a gas-phase ion, C16H26F3N2 (charge +1) at a distorted geometry, with ωB97M-V with the def2-TZVPD basis set.

Values from the calculation:
Total charge: +1
SMILES string: CC[N+](CC)(CC)[C@H](c1ccc(C(F)(F)F)cc1)N(C)C
E in hartree: -1034.0823
Gap between HOMO and LUMO in eV: 9.806
E_HOMO in Ha: -0.450

Last column: Mulliken charge in e.
Atoms and positions in Å:
C -0.7700 1.1069 3.6694  -0.93
C 0.6256 1.6285 1.2896  0.60
H -1.2904 0.8896 4.5996  0.45
H 1.4826 -1.2179 -1.3062  0.40
C 0.0139 2.2587 3.5530  0.19
H 0.6640 0.6472 -3.5380  0.28
H -0.2002 -3.2811 -0.3040  0.45
H 1.4568 -3.6199 0.1364  0.42
F 1.2637 2.9657 5.4777  -0.25
H 1.2068 1.8651 0.4086  0.43
H -1.4588 -0.6593 2.6806  0.44
C 2.1245 -1.4082 1.2457  -0.91
H 1.4837 -0.9705 -3.5422  0.31
C 0.1316 3.1911 4.7405  0.91
H -2.0993 -1.5710 -1.6371  0.48
C 0.6786 2.5381 2.3543  -1.34
C -1.0510 1.1093 -1.5272  -0.29
C -0.8534 0.2333 2.5775  -0.61
H -2.0359 0.8431 -3.4919  0.21
F -0.9078 3.0411 5.6071  -0.26
C -2.2678 1.0884 -2.4348  -1.37
H -1.1126 -1.1746 0.3266  0.86
H 2.7785 -2.2578 1.0226  0.38
H -0.5053 -2.3703 -1.6044  0.00
H -1.3254 1.5387 -0.5627  0.33
H -0.2900 1.7754 -1.9509  0.42
H 2.6062 -0.5222 0.8045  0.35
H -2.7293 2.0919 -2.4412  0.44
C -1.0568 -1.5172 -2.0321  -0.35
C 0.5489 -3.1026 0.4704  -1.02
F 0.1728 4.5097 4.3876  -0.26
H -3.0464 0.4050 -2.0798  0.35
H -1.5638 -0.9635 -4.1435  0.32
H 2.0475 -1.2587 2.3365  0.29
C 1.0897 -0.2333 -1.5805  -0.41
H 0.1782 -3.5566 1.4018  0.33
C -0.1295 0.4546 1.3817  0.01
H -0.1114 -1.9491 -4.0111  0.30
H 2.3894 0.4629 -3.1007  0.42
N -0.3488 -0.2812 -1.2577  0.80
C -0.1368 -0.6734 0.3400  -0.70
N 0.8490 -1.6804 0.6171  0.24
H 1.5585 0.5209 -0.9122  0.14
C 1.3927 0.0036 -3.0314  -1.38
C -1.0631 -1.7137 -3.5304  -1.37
H -1.6454 -2.6441 -3.6703  0.43
H 1.2561 3.4581 2.2615  0.44

***

Computed, not measured: CH4FP in the gas phase at a distorted geometry, with ωB97M-V with the def2-TZVPD basis set.

Values from the calculation:
SMILES string: CPF
E in hartree: -481.6837
Energy relative to the best compared isomer or geometry (same formula, charge and spin) in kcal per mole: 22.0
Gap between HOMO and LUMO in eV: 10.493
E_HOMO in Ha: -0.356

Last column: Mulliken charge in e.
Atoms and positions in Å:
H 1.5075 -0.7154 -0.2663  0.30
P -0.4146 0.4525 1.0162  0.24
C 0.3209 -0.6872 -0.2965  -0.78
F -1.7361 0.8154 0.0281  -0.31
H 0.3445 1.9715 0.7464  0.02
H -0.2248 -1.6050 0.0358  0.25
H 0.2026 -0.2318 -1.2637  0.27

***

Computed, not measured: 5 unconnected molecules or ions with the total composition C3H12NO at a distorted geometry, with ωB97M-V with the def2-TZVPD basis set.

Values from the calculation:
E in hartree: -251.1666
Energy relative to the best compared isomer or geometry (same formula, charge and spin) in kcal per mole: 134.2
Gap between HOMO and LUMO (spin up / spin down) in eV: 9.143 / 9.120
E_HOMO (spin up / spin down) in Ha: -0.359 / -0.299
Spin multiplicity: 2

Last column: Löwdin spin population.
Atoms and positions in Å:
H -10.5159 0.5582 0.9486  1.00
H 2.9193 1.5431 1.3061  -0.03
C 1.9614 1.0383 1.3968  -0.52
H 0.2525 0.2211 -1.3003  -0.01
C 1.6614 -0.0304 0.5716  -0.07
H -1.7606 -0.7105 -0.2933  0.00
H 0.9010 -0.8427 1.2376  -0.02
H 2.5440 0.0673 -1.4456  -0.01
H 1.6070 -1.3794 -1.1550  -0.02
O -0.5886 0.5885 -1.6310  -0.02
H -2.3263 -1.8498 0.7570  0.00
H -2.2417 -0.2947 1.1848  0.00
N -1.7201 -1.0178 0.6695  0.00
H 1.2049 1.4203 2.0678  -0.03
H -0.3127 1.3449 -2.1627  0.00
H -9.0945 -0.9080 -0.3653  1.00
C 1.9539 -0.4795 -0.6742  -0.28

***

Computed, not measured: a molecular structure, C3H4KLiO3 at a distorted geometry, with ωB97M-V with the def2-TZVPD basis set.

Values from the calculation:
Total charge: +1
E in hartree: -949.6654
Energy relative to the best compared isomer or geometry (same formula, charge and spin) in kcal per mole: 49.7
Gap between HOMO and LUMO (spin up / spin down) in eV: 6.940 / 8.599
E_HOMO (spin up / spin down) in Ha: -0.398 / -0.460
Spin multiplicity: 2

Last column: Löwdin spin population.
Atoms and positions in Å:
K 1.3788 3.8761 0.3298  0.00
C -0.5011 -0.6970 -0.8134  0.36
H 0.4171 -1.1912 -1.1524  0.02
H -0.5537 1.2596 -1.5226  0.02
H -1.2734 1.0522 0.0790  0.01
O 0.7862 1.1932 0.0730  0.00
C -0.3908 0.7737 -0.5338  0.06
O 0.9198 -1.5545 1.7544  0.13
C -0.2003 -1.9043 1.5874  0.37
H -1.3368 -0.9798 -1.4605  0.01
Li 1.8507 0.0020 0.8888  0.01
O -1.0965 -1.8301 0.7704  -0.02

***

Computed, not measured: C3H4BrCl in the gas phase at a distorted geometry, with ωB97M-V with the def2-TZVPD basis set.

Values from the calculation:
SMILES string: C=C(Br)CCl
E in hartree: -3150.8634
Energy relative to the best compared isomer or geometry (same formula, charge and spin) in kcal per mole: 19.2
Gap between HOMO and LUMO in eV: 10.493
E_HOMO in Ha: -0.358

Last column: Mulliken charge in e.
Atoms and positions in Å:
Br 2.4030 0.2089 -0.2366  -0.10
H -0.0308 1.7639 0.4688  0.31
C -0.4134 1.0794 -0.3120  -0.38
H -0.8932 -1.7882 0.2789  0.25
C 0.1187 -1.3280 0.3979  -0.69
Cl -2.1179 0.7967 -0.0085  -0.19
H 0.8596 -1.9130 0.7669  0.30
C 0.5583 -0.1397 0.0497  0.20
H -0.4844 1.3200 -1.4051  0.31